22
Properties=species:S:1:pos:R:3:mulliken_charge:R:1 method="wB97M-V/def2-TZVPD" charge=+1 orbital_gap_ev=10.59
O -0.68 -2.58 -1.75 -0.365
C -0.53 -1.39 -1.80 -0.330
C 0.20 -0.69 -0.67 0.240
C -0.60 0.33 0.14 -1.496
C 0.14 1.19 1.16 0.756
C -0.92 2.18 1.69 -1.524
C 0.65 0.29 2.31 -1.313
N 1.38 0.09 -1.30 -0.291
H -0.95 -0.86 -2.67 0.385
H 0.67 -1.42 -0.03 0.451
H -1.06 1.01 -0.58 0.483
H -1.49 -0.10 0.59 0.407
H 0.97 1.78 0.76 0.456
H -1.76 2.31 1.01 0.368
H -0.51 3.18 1.70 0.396
H -1.29 2.02 2.71 0.342
H 1.74 0.19 2.28 0.296
H 0.36 -0.75 2.14 0.300
H 0.36 0.63 3.30 0.400
H 1.73 0.71 -0.57 0.266
H 1.11 0.61 -2.14 0.383
H 2.13 -0.56 -1.57 0.389

60
Properties=species:S:1:pos:R:3:mulliken_charge:R:1 method="wB97M-V/def2-TZVPD" orbital_gap_ev=8.82
C 2.73 -0.16 1.69 -1.508
C 2.94 1.00 0.75 0.926
O 2.47 2.18 1.41 -0.573
C 2.25 0.82 -0.61 -1.624
C 0.78 0.96 -0.39 1.124
C -0.02 -0.09 -0.27 -0.231
C -1.45 0.22 0.00 -0.141
O -2.38 -0.37 -0.52 -0.667
C -1.68 1.37 0.94 0.123
B -2.81 1.30 2.05 0.565
O -2.51 1.76 3.30 -0.519
O -4.06 0.76 1.83 -0.397
C -0.86 2.42 0.80 0.207
O -0.90 3.55 1.56 -0.531
C 0.19 2.32 -0.27 0.408
O 0.47 3.25 -1.01 -0.636
H 3.53 -0.16 2.41 0.364
H 1.80 -0.06 2.26 0.347
H 2.74 -1.13 1.20 0.302
H 4.01 1.10 0.59 -0.022
H 3.06 2.90 1.18 0.351
H 2.44 -0.20 -0.93 0.450
H 2.63 1.54 -1.33 0.402
H 0.32 -1.11 -0.37 0.397
H -1.57 1.64 3.45 0.316
H -4.10 -0.06 2.32 0.240
H -1.30 4.25 1.04 0.362
N 5.65 -1.01 1.29 -0.123
C 6.64 -0.14 1.11 -0.002
C 7.98 -0.48 1.20 -0.754
C 8.32 -1.79 1.48 -0.120
C 7.30 -2.71 1.66 -0.695
C 5.99 -2.27 1.56 -0.070
H 6.34 0.88 0.90 0.288
H 8.75 0.28 1.04 0.360
H 9.36 -2.09 1.55 0.375
H 7.52 -3.75 1.89 0.359
H 5.16 -2.96 1.69 0.353
N -9.44 -0.96 1.12 -0.543
C -8.37 -0.17 1.03 -0.359
C -7.07 -0.61 1.26 -0.246
C -6.88 -1.94 1.59 -0.250
C -7.98 -2.78 1.68 -0.405
C -9.24 -2.24 1.43 -0.196
H -8.57 0.86 0.78 0.360
H -6.24 0.07 1.17 0.589
H -5.88 -2.33 1.77 0.359
H -7.88 -3.82 1.93 0.353
H -10.13 -2.85 1.49 0.342
N 0.44 -0.11 -3.39 -0.169
C 1.33 0.00 -4.38 -0.121
C 0.99 0.31 -5.69 -0.643
C -0.34 0.52 -5.99 -0.132
C -1.28 0.42 -4.97 -0.862
C -0.84 0.10 -3.70 0.167
H 2.36 -0.17 -4.10 0.357
H 1.76 0.39 -6.45 0.365
H -0.65 0.77 -7.00 0.376
H -2.33 0.57 -5.16 0.386
H -1.54 0.01 -2.87 0.266

105
Properties=species:S:1:pos:R:3:mulliken_charge:R:1 method="wB97M-V/def2-TZVPD" orbital_gap_ev=8.11
C -1.62 -2.01 2.17 -0.996
C -2.45 -2.00 0.88 -0.398
O -1.85 -2.93 -0.08 -0.232
P -1.76 -2.40 -1.58 0.840
O -3.09 -2.14 -2.16 -0.847
C -0.92 -3.74 -2.43 -0.840
C 0.50 -4.06 -1.90 0.707
C 0.63 -5.48 -1.37 -1.240
C 1.64 -5.69 -0.25 -0.167
C 2.93 -5.23 -0.18 0.882
C 3.61 -4.41 -1.25 -1.527
C 3.76 -5.09 -2.63 0.810
C 3.97 -4.04 -3.70 -1.568
O 4.98 -5.84 -2.63 -0.601
C 3.74 -5.54 0.96 -0.753
C 3.32 -6.29 2.02 0.374
C 4.25 -6.60 3.16 -1.021
C 4.57 -5.37 4.04 -1.111
C 1.98 -6.76 1.99 0.667
N 1.37 -7.48 2.93 -0.733
S -0.13 -7.72 2.39 0.102
N -0.06 -6.96 1.00 -0.607
C 1.17 -6.45 0.86 0.586
O -0.88 -1.07 -1.66 -0.345
C 0.21 -0.87 -0.73 0.376
C 0.03 0.44 0.02 -1.481
H -2.06 -2.71 2.87 0.329
H -0.64 -2.39 1.90 0.329
H -1.57 -1.01 2.57 0.135
H -3.46 -2.35 1.04 0.509
H -2.50 -1.01 0.43 0.286
H -0.89 -3.41 -3.46 0.372
H -1.55 -4.62 -2.32 0.377
H 1.17 -3.95 -2.75 -0.357
H 0.84 -3.34 -1.17 0.056
H -0.33 -5.75 -0.94 0.726
H 0.83 -6.21 -2.15 0.386
H 4.61 -4.18 -0.91 0.529
H 3.10 -3.45 -1.37 0.248
H 2.92 -5.74 -2.86 0.210
H 3.16 -3.32 -3.72 0.326
H 4.89 -3.50 -3.52 0.401
H 4.01 -4.54 -4.66 0.369
H 5.04 -6.34 -1.81 0.334
H 4.76 -5.17 0.97 0.378
H 3.85 -7.41 3.76 0.422
H 5.17 -6.97 2.72 0.417
H 3.76 -4.64 3.97 0.338
H 4.71 -5.68 5.07 0.361
H 5.49 -4.92 3.70 0.296
H 1.12 -0.81 -1.32 0.464
H 0.35 -1.71 -0.05 -0.069
H -0.21 0.27 1.07 0.236
H 0.93 1.05 -0.02 0.419
H -0.79 0.99 -0.42 0.308
C 0.07 5.62 0.78 -1.202
C 0.46 4.55 -0.21 0.937
O -0.19 3.54 -0.34 -0.502
C 1.70 4.80 -1.03 -1.148
H -0.84 5.32 1.30 0.298
H 0.86 5.77 1.51 0.346
H -0.12 6.56 0.26 0.334
H 2.57 4.91 -0.37 0.437
H 1.58 5.70 -1.63 0.302
H 1.87 3.96 -1.69 0.215
C -0.18 6.19 -5.75 -1.113
C 0.41 5.38 -4.63 0.885
O 1.39 5.75 -4.02 -0.564
C -0.28 4.07 -4.30 -0.891
H 0.41 7.10 -5.89 0.227
H -0.16 5.62 -6.68 0.342
H -1.21 6.47 -5.52 0.351
H -0.27 3.42 -5.17 0.373
H -1.31 4.26 -4.01 0.315
H 0.23 3.58 -3.48 0.054
C -4.89 0.41 3.96 -0.980
C -3.56 0.98 4.39 0.878
O -2.52 0.42 4.13 -0.541
C -3.59 2.28 5.15 -0.994
H -4.73 -0.52 3.42 0.199
H -5.51 0.21 4.84 0.262
H -5.41 1.12 3.31 0.343
H -4.16 2.14 6.07 0.174
H -4.05 3.06 4.54 0.372
H -2.58 2.58 5.41 0.275
C 0.09 10.79 -7.24 -1.147
C 0.48 9.71 -8.23 0.879
O -0.17 8.70 -8.34 -0.537
C 1.71 9.96 -9.06 -1.123
H -0.81 10.48 -6.70 0.286
H 0.90 10.94 -6.52 0.319
H -0.11 11.72 -7.76 0.380
H 2.58 10.09 -8.42 0.320
H 1.57 10.87 -9.66 0.335
H 1.87 9.12 -9.73 0.298
C -4.21 -0.60 9.76 -1.172
C -4.66 0.37 8.70 0.859
O -3.87 0.92 7.96 -0.514
C -6.15 0.64 8.61 -1.115
H -3.12 -0.70 9.72 0.306
H -4.50 -0.24 10.74 0.338
H -4.66 -1.58 9.58 0.330
H -6.51 1.04 9.55 0.377
H -6.68 -0.29 8.39 0.329
H -6.34 1.35 7.81 0.250

24
Properties=species:S:1:pos:R:3:mulliken_charge:R:1 method="wB97M-V/def2-TZVPD" orbital_gap_ev=9.31
C 2.91 1.39 2.34 -1.479
C 1.18 1.02 -1.04 -0.415
C 1.76 1.56 0.11 -0.579
C 1.42 -0.33 -1.32 -0.509
C 2.35 0.77 1.08 0.973
C 2.06 -1.11 -0.37 -0.298
C 2.54 -0.59 0.81 -0.514
H 0.82 1.68 -1.82 0.387
H 1.60 2.61 0.33 0.283
H 1.01 -0.78 -2.21 0.396
H 2.31 -2.14 -0.64 0.349
H 2.38 2.30 2.62 0.361
H 3.96 1.68 2.16 0.300
H 3.05 -1.20 1.55 0.362
H 2.89 0.70 3.17 0.382
C -2.12 -0.85 0.70 -0.774
C -4.46 -0.64 -0.94 -0.867
S -2.66 -0.43 -0.99 -0.038
H -1.83 0.07 1.20 0.244
H -2.93 -1.29 1.29 0.345
H -1.31 -1.56 0.61 0.249
H -4.91 0.17 -1.50 0.303
H -4.91 -0.57 0.06 0.273
H -4.69 -1.57 -1.46 0.266

60
Properties=species:S:1:pos:R:3:lowdin_spin:R:1 method="wB97M-V/def2-TZVPD" s2=6.03 spin_multiplicity=5 orbital_gap_ev="4.06 / 7.00"
C 0.75 -3.46 -1.97 0.080
C 0.85 -2.22 -1.32 0.108
N -0.22 -1.63 -0.75 0.371
C -1.44 -2.22 -0.83 0.203
C -1.56 -3.55 -1.29 0.022
C -0.44 -4.18 -1.85 0.264
C 2.22 -1.58 -1.09 0.034
P 2.03 0.12 -0.32 0.132
Rh 0.19 0.12 0.63 1.937
P -2.38 0.25 -0.04 0.091
C -2.66 -1.53 -0.24 0.034
C 0.20 2.32 0.98 0.270
C 0.69 2.49 2.25 0.050
C 0.74 3.78 2.79 0.015
C 0.29 4.87 2.05 -0.005
C -0.18 4.68 0.76 0.011
C -0.23 3.39 0.19 0.031
O 2.60 -0.06 -5.36 0.003
O -1.61 0.43 -4.03 0.004
H 1.68 -3.95 -2.31 0.002
H -2.57 -4.02 -1.22 -0.003
H -0.53 -5.20 -2.23 0.019
C 3.19 -0.35 1.00 0.055
C 2.83 1.41 -1.33 0.020
H -3.56 -1.69 -0.88 0.007
H -2.80 -1.96 0.78 0.008
H 2.82 -1.52 -2.00 0.004
H 2.87 -2.22 -0.48 0.005
C -3.13 0.73 1.50 0.015
C -3.27 0.96 -1.43 0.023
H 1.04 1.62 2.79 0.011
H 1.13 3.88 3.79 0.002
H 0.31 5.86 2.49 0.000
H -0.51 5.53 0.17 0.003
H -0.57 3.26 -0.85 0.003
H -1.02 -0.38 -4.18 0.003
H -1.14 1.25 -4.08 0.000
H 1.74 0.18 -5.04 0.001
H 2.56 -0.98 -5.11 0.001
H -1.26 1.19 0.11 0.028
H 4.17 -0.42 0.52 0.013
H 3.12 0.34 1.85 0.003
H 2.89 -1.34 1.34 0.001
H 3.92 1.33 -1.20 0.005
H 2.53 1.36 -2.40 0.000
H 2.55 2.40 -0.95 0.001
H -4.32 0.67 -1.40 0.005
H -3.29 2.04 -1.36 0.001
H -2.85 0.72 -2.40 0.000
H -4.21 0.62 1.38 0.003
H -2.76 0.05 2.27 0.001
H -2.86 1.77 1.69 0.001
F 0.78 -3.04 5.03 0.001
C 0.50 -1.88 4.41 0.002
F -0.46 -1.21 5.09 0.000
F 1.63 -1.11 4.36 0.000
S -0.16 -2.05 2.66 0.012
O 0.94 -2.55 1.83 0.017
O -1.40 -2.77 2.63 0.003
O -0.39 -0.55 2.58 0.069

14
Properties=species:S:1:pos:R:3:mulliken_charge:R:1 method="wB97M-V/def2-TZVPD" orbital_gap_ev=9.74
C 1.88 2.43 0.28 -0.215
N 2.53 1.78 -0.68 -0.442
H 2.45 2.65 1.33 0.175
H 0.82 2.49 0.42 0.228
H 0.51 -0.80 0.70 0.088
H 3.58 1.96 -0.54 0.262
C -2.12 0.30 -0.10 -0.712
C -1.75 -1.11 0.40 -0.592
S -0.13 -1.73 -0.07 -0.182
H -1.50 1.11 0.31 0.165
H -2.01 0.22 -1.23 0.270
H -3.24 0.57 0.12 0.268
H -1.87 -1.20 1.41 0.391
H -2.47 -1.62 -0.21 0.296